1.
# C6H8O2

One molecule with the formula C6H8O2 at a distorted geometry (the ωB97M-V functional and the def2-TZVPD basis, the Open Molecules 2025 dataset).

Computed properties:
* total energy: -383.82069 hartree
* energy relative to the best compared isomer or geometry (same formula, charge and spin): 2.433 eV
* gap between HOMO and LUMO: 9.006 eV

Structure (ORCA input):
```
! RIJCOSX wB97M-V def2-TZVPD def2/J DEFGRID3
* xyz 0 1
O -1.04 -0.10 2.01
O 1.42 -0.99 -1.48
C 0.99 0.39 0.55
C -2.06 -0.52 -1.09
C 0.80 0.12 -0.94
C -0.37 -0.08 0.84
C 1.89 1.10 1.20
C -0.76 -0.24 -0.44
H 1.78 1.34 2.25
H -0.43 0.07 2.74
H 1.01 0.96 -1.60
H 2.79 1.45 0.72
H -2.83 -0.72 -0.35
H -2.37 0.34 -1.70
H 1.15 -1.75 -0.94
H -1.98 -1.38 -1.76
*
```

2.
# C39H33ClF40O9

A 6-piece molecular cluster, C39H33ClF40O9 overall at a distorted geometry (the ωB97M-V functional and the def2-TZVPD basis, the Open Molecules 2025 dataset).

Computed properties:
* total energy: -6637.87853 hartree
* gap between HOMO and LUMO: 8.039 eV

Structure (ORCA input):
```
! RIJCOSX wB97M-V def2-TZVPD def2/J DEFGRID3
* xyz 0 1
Cl 2.14 -2.02 -3.11
F 8.20 0.32 3.46
F -3.86 -6.03 -0.40
F -2.10 -3.98 4.79
F -1.76 -1.82 3.16
F 1.42 1.77 7.34
F 0.19 -1.41 8.27
F 10.33 0.72 3.68
F 2.27 0.32 8.70
F -1.51 -3.71 2.12
F 4.68 5.87 -1.72
F -7.05 -4.90 -3.31
F 1.08 1.96 -2.85
F 1.36 -0.98 6.49
F -1.39 1.88 3.98
F 0.14 2.04 -0.18
F -2.64 -5.40 -2.78
F -5.81 -5.55 -1.22
F -5.94 -0.25 1.70
F 4.55 5.33 0.97
F -0.56 2.29 5.92
F -6.17 -3.02 -1.25
F 7.33 1.88 5.28
F -8.27 -2.96 -1.80
F 2.75 4.93 -2.05
F 9.00 3.10 3.90
F -5.76 0.15 4.49
F 1.91 1.07 4.94
F 5.22 1.50 5.59
F -5.59 -2.04 2.84
F 4.56 2.96 3.37
F 5.78 1.23 2.94
F 1.26 2.88 3.94
F 10.03 2.97 2.01
F 3.06 2.45 -2.11
F 4.56 3.56 -0.28
F -4.01 -3.00 4.52
F -7.52 -3.17 -4.51
F 0.82 3.93 -0.95
F -3.68 -0.47 4.40
F -3.68 -3.73 -1.86
O -3.93 -1.12 1.66
O -0.86 -3.31 -2.68
O 2.08 2.80 0.52
O 7.85 2.73 2.01
O -1.32 -2.23 -6.89
O -5.42 -3.49 -3.94
O -0.75 0.17 5.21
O -1.44 -2.83 -4.78
O 0.18 0.92 -6.33
C 9.25 0.94 2.88
C 2.57 4.10 0.86
C 6.10 2.35 5.01
C -3.05 -3.69 3.87
C -3.41 -2.46 1.60
C 5.82 2.45 3.51
C -1.94 0.83 -5.19
C 0.76 -2.21 -4.20
C -4.56 -5.92 -1.56
C -0.44 1.48 4.85
C -0.41 1.18 -5.05
C -3.88 -4.91 -2.49
C -6.74 -3.60 -3.50
C 1.11 0.73 8.13
C -2.44 -2.90 2.71
C -0.75 -2.27 -5.87
C -5.03 -0.88 2.47
C -4.66 0.11 -5.25
C 9.01 2.44 2.73
C 1.55 0.51 -6.28
C -2.66 0.72 -3.92
C -3.95 0.24 -6.50
C 3.80 4.61 0.08
C 0.93 1.58 4.17
C 1.88 1.92 -1.75
C -0.55 -2.88 -3.71
C -0.83 -0.13 6.60
C -4.06 0.36 -3.97
C 1.71 -1.07 -6.34
C -4.69 0.03 3.67
C 6.76 3.36 2.69
C -2.55 0.60 -6.46
C -7.02 -2.74 -2.26
C -4.57 -4.64 -3.84
C 0.48 -0.44 7.36
C 1.24 2.70 -0.59
C 2.43 1.18 -5.16
C 3.51 5.52 -1.11
C 0.68 -1.81 -5.49
H 9.43 0.47 1.91
H 7.10 4.22 3.27
H 6.16 3.78 1.89
H 3.47 0.76 -5.32
H 3.02 6.45 -0.79
H -1.45 0.59 7.14
H -3.77 -4.42 -4.54
H -4.40 1.02 3.32
H 1.51 -1.35 -7.41
H 0.45 1.07 8.92
H 2.76 -1.38 -6.11
H -3.48 -4.63 3.52
H 2.04 0.88 -1.47
H -1.41 -1.06 6.63
H -2.82 -2.47 0.68
H 2.88 4.00 1.90
H -5.06 -5.53 -4.24
H 2.00 0.86 -7.25
H -0.05 0.49 -4.24
H -5.72 -0.20 -5.27
H 1.76 4.83 0.88
H 0.93 1.05 3.22
H 5.99 3.33 5.49
H 2.52 2.29 -5.25
H -0.29 2.25 -4.78
H -4.61 0.26 -3.01
H 2.16 0.88 -4.14
H -4.60 -6.91 -2.02
H -4.45 0.05 -7.46
H -1.95 0.69 -7.39
H -6.92 -1.68 -2.50
H -4.20 -3.19 1.43
H -2.16 0.89 -2.94
*
```

3.
# C4H32NO13

A 12-piece molecular cluster, C4H32NO13 overall at a distorted geometry (the ωB97M-V functional and the def2-TZVPD basis, the Open Molecules 2025 dataset).

Computed properties:
* total energy: -1204.15965 hartree
* energy relative to the best compared isomer or geometry (same formula, charge and spin): 6.436 eV
* gap between HOMO and LUMO: 10.746 eV

Structure (ORCA input):
```
! RIJCOSX wB97M-V def2-TZVPD def2/J DEFGRID3
* xyz 1 1
O -0.30 -1.05 -3.82
O -1.97 0.23 2.69
O 1.33 2.62 1.01
O -2.78 2.19 -0.13
O 3.08 -1.19 -0.55
O 0.45 -0.90 3.12
O -0.24 -3.18 1.85
O 1.75 0.00 -3.79
O -2.53 -0.29 -2.06
O -1.11 3.17 2.11
O 1.62 -3.52 -0.68
O 2.33 0.29 1.91
O -1.63 -1.71 0.47
N -0.62 0.34 -0.07
C 0.62 1.66 -1.81
C -0.15 1.12 -3.00
C 0.41 -0.11 -3.61
C 0.68 0.64 -0.66
H -3.31 3.07 -0.35
H 0.24 -2.77 2.55
H -1.94 -0.61 -2.65
H -1.49 -2.27 -0.25
H 1.03 -3.34 0.14
H 2.28 -0.78 -3.49
H -1.00 1.10 0.40
H -2.37 -0.45 2.31
H 1.70 1.99 -2.07
H 3.88 -1.44 -0.16
H -3.54 1.71 0.27
H 2.01 3.32 1.41
H -1.52 -2.20 1.43
H -1.37 0.13 -0.80
H 2.78 -0.08 1.07
H -1.27 1.01 -2.74
H -1.75 3.21 1.44
H 1.96 1.27 1.71
H 1.65 -4.41 -0.82
H -3.28 -0.96 -2.09
H 0.61 -0.78 4.00
H 0.47 2.86 1.51
H 1.44 0.76 0.29
H -0.12 1.92 -3.83
H -1.06 -0.19 2.93
H -0.48 -0.46 0.69
H -0.99 2.55 2.73
H -0.58 -3.95 2.21
H 2.59 -1.89 -0.92
H 0.09 2.47 -1.32
H 0.94 -0.31 -1.22
H 1.46 -0.77 2.65
*
```

4.
# C3H7NO2

One molecule with the formula C3H7NO2 (the ωB97M-V functional and the def2-TZVPD basis, the Open Molecules 2025 dataset).

Computed properties:
* total energy: -323.72324 hartree
* energy relative to the best compared isomer or geometry (same formula, charge and spin): 1.571 eV
* gap between HOMO and LUMO: 10.791 eV

Structure (ORCA input):
```
! RIJCOSX wB97M-V def2-TZVPD def2/J DEFGRID3
* xyz 0 1
O -0.14 -1.01 1.62
O 0.16 0.95 -0.98
N -1.39 -0.75 -0.87
C 0.63 0.12 1.36
C 1.09 0.29 -0.09
C -0.94 0.33 -1.38
H 0.15 1.06 1.68
H 1.34 -0.69 -0.52
H -0.78 -1.09 0.88
H 1.55 0.02 1.96
H 1.96 0.94 -0.13
H -2.23 -1.05 -1.34
H -1.40 0.88 -2.20
*
```

5.
# C15H30N3O2SSi

A 2-piece molecular cluster, C15H30N3O2SSi overall at a distorted geometry (the ωB97M-V functional and the def2-TZVPD basis, the Open Molecules 2025 dataset).

Computed properties:
* total energy: -1591.27798 hartree
* gap between HOMO and LUMO: 5.224 eV

Structure (ORCA input):
```
! RIJCOSX wB97M-V def2-TZVPD def2/J DEFGRID3
* xyz 1 1
S 5.96 4.14 -1.12
Si -0.43 4.44 -0.82
O 5.74 2.67 -1.65
O 7.46 4.56 -1.11
N 2.47 4.61 -0.07
N -2.38 -4.50 0.41
N 1.67 2.31 0.19
C 0.74 1.07 0.16
C 0.25 -0.19 -0.29
C -0.05 6.27 -1.43
C -0.72 -6.36 -0.18
C -1.33 3.39 -2.16
C -0.92 -3.69 2.29
C 1.25 3.71 -0.20
C -1.26 -4.95 -0.42
C 3.13 2.14 0.58
C -1.59 4.63 0.71
C -3.69 -5.03 0.04
C -2.15 -4.49 1.86
C -3.97 -6.50 0.34
C 5.16 4.27 0.61
C 3.60 3.71 0.38
H 0.27 -6.45 -0.64
H 3.74 1.21 0.93
H -0.61 -6.58 0.89
H -3.45 -7.16 -0.36
H -3.01 -4.03 2.35
H -0.97 -2.66 1.92
H 0.55 6.28 -2.44
H -2.41 3.78 0.62
H -2.06 -5.51 2.26
H -4.46 -4.43 0.55
H -1.36 -7.12 -0.63
H 5.72 3.55 1.36
H -5.04 -6.70 0.24
H 5.15 5.40 0.97
H 0.65 6.73 -0.59
H -2.09 5.70 0.72
H -3.87 -4.86 -1.03
H 5.16 4.96 -1.98
H -0.19 -1.22 -0.71
H 2.57 5.64 -0.26
H -0.94 4.43 1.66
H -1.12 3.75 -3.28
H -2.50 3.56 -1.99
H 0.01 -4.14 1.93
H -0.44 -4.24 -0.31
H -0.86 -3.65 3.38
H -1.16 2.24 -2.09
H -1.01 6.93 -1.47
H -3.68 -6.78 1.36
H -1.54 -4.86 -1.48
*
```

6.
# C5H6O2

One molecule with the formula C5H6O2 (the ωB97M-V functional and the def2-TZVPD basis, the Open Molecules 2025 dataset).

Computed properties:
* total energy: -344.54845 hartree
* energy relative to the best compared isomer or geometry (same formula, charge and spin): 1.455 eV
* gap between HOMO and LUMO: 10.823 eV

Structure (ORCA input):
```
! RIJCOSX wB97M-V def2-TZVPD def2/J DEFGRID3
* xyz 0 1
O -0.45 -0.75 -2.34
O -0.80 -0.32 2.24
C 1.05 0.72 0.30
C 0.02 -1.05 -1.27
C -0.78 -0.83 1.14
C -0.09 -0.22 -0.03
C -0.24 1.28 -0.17
H -0.32 1.65 -1.19
H 1.29 0.80 1.36
H -0.88 1.77 0.56
H 0.63 -1.97 -1.16
H -1.32 -1.78 0.96
H 1.90 0.72 -0.39
*
```

7.
# C3H6ClO4P

A 2-piece molecular cluster, C3H6ClO4P overall at a distorted geometry (the ωB97M-V functional and the def2-TZVPD basis, the Open Molecules 2025 dataset).

Computed properties:
* total energy: -1220.57550 hartree
* energy relative to the best compared isomer or geometry (same formula, charge and spin): 0.000 eV
* gap between HOMO and LUMO: 7.244 eV

Structure (ORCA input):
```
! RIJCOSX wB97M-V def2-TZVPD def2/J DEFGRID3
* xyz -2 1
Cl -2.34 10.06 -1.73
P -1.42 -1.71 0.22
O -1.77 -2.76 -1.03
O 0.85 -1.57 -1.41
O -2.53 -0.72 0.34
O -0.95 -2.60 1.32
C 0.15 -1.00 -0.59
C 1.75 0.42 0.81
C 0.46 0.40 0.04
H 2.32 1.34 0.70
H -0.32 0.67 0.70
H 0.45 1.06 -0.85
H 2.58 -0.28 0.39
H -1.10 -3.33 -0.86
H 1.86 0.01 1.94
*
```